Molecular formula: C43H45AsCl2HfN5O6S2Se
Method: DFT, ωB97M-V with the def2-TZVPD basis set

Geometry as XYZ:
```
106
Properties=species:S:1:pos:R:3:mulliken_charge:R:1
Hf 0.033 0.084 0.403 1.277
Se 2.916 -2.030 -0.022 0.030
As -0.601 -0.659 3.642 1.370
Cl -7.513 1.611 -2.689 -0.219
Cl -3.131 -1.362 -3.943 -0.089
S 1.327 -1.888 1.497 -0.199
S -0.049 2.385 -0.825 -0.425
O -1.782 0.832 1.202 -0.568
O 0.624 -0.468 -1.363 0.134
O 2.268 0.727 0.286 -0.227
O 0.632 1.402 1.973 -0.652
O 0.324 -1.443 -3.318 -0.764
O -2.168 0.293 -0.885 -0.163
N 1.703 2.142 1.730 1.107
N -2.650 -3.784 0.116 0.006
N 2.580 1.768 0.883 -0.868
N -4.573 0.748 -2.389 0.568
N -1.335 -2.038 0.140 0.910
C -6.801 -1.165 -5.429 -0.461
C -4.061 4.879 -1.740 -0.844
C -2.452 -2.542 0.614 -0.089
C -4.007 2.600 -0.917 0.263
C -0.188 2.113 -2.554 0.998
C -4.510 4.422 -2.970 -0.727
C -0.402 2.033 -5.376 -0.694
C 3.087 5.372 2.933 -0.468
C -1.602 -4.079 -0.740 -0.960
C -5.491 -1.531 -5.172 -0.641
C -4.763 -0.876 -4.198 0.584
C -3.811 1.650 0.239 -1.546
C 3.705 -4.590 1.219 1.242
C 3.427 -4.578 -1.197 0.535
C -6.651 0.476 -3.686 0.815
C -0.794 -2.500 4.327 -1.297
C 3.999 -5.950 1.150 -0.938
C -0.798 -2.993 -0.713 -0.670
C 3.755 -5.933 -1.217 -1.069
C -0.645 3.218 -4.683 -0.573
C 3.379 -3.907 0.034 0.445
C -5.304 0.168 -3.422 -0.657
C 4.024 -6.642 -0.055 0.703
C 0.022 0.908 -3.258 -0.163
C -3.426 -1.878 1.530 -0.752
C 3.020 4.136 2.311 -0.517
C -4.686 3.064 -3.185 -0.083
C 0.747 3.887 3.093 -0.121
C 1.067 -0.242 4.587 -1.123
C 4.368 -8.112 -0.094 -1.458
C 3.816 -3.894 2.554 -1.602
C 1.839 3.405 2.389 -0.072
C -2.514 0.888 0.147 0.991
C -0.081 0.901 -4.656 -0.738
C -3.810 3.962 -0.729 -0.282
C -1.719 0.169 5.039 -1.316
C 0.334 -0.432 -2.642 0.160
C -0.539 3.250 -3.309 -0.729
C 3.167 -3.864 -2.504 -1.724
C -4.434 2.143 -2.172 0.087
C -7.380 -0.160 -4.680 -0.569
C 1.994 5.878 3.627 -0.468
C 0.830 5.129 3.708 -0.682
H 0.099 -0.041 -5.156 0.454
H 1.111 -0.766 5.544 0.475
H -4.164 -2.594 1.897 0.505
H 1.104 0.836 4.758 0.337
H -3.423 -4.379 0.335 0.178
H -3.955 -1.079 1.005 -0.099
H 2.836 -3.643 2.958 0.188
H -8.410 0.132 -4.838 0.412
H 3.094 -4.580 -3.326 0.338
H 4.004 5.947 2.870 0.375
H 4.262 -8.513 -1.103 0.340
H 3.803 -6.450 -2.175 0.231
H -1.523 -5.015 -1.266 0.479
H -4.637 0.931 0.253 0.371
H 5.398 -8.282 0.230 0.309
H 2.049 6.854 4.096 0.379
H -3.452 4.307 0.237 0.381
H -1.573 1.251 4.999 0.319
H 3.860 3.735 1.762 0.465
H 0.106 -2.818 -1.271 0.289
H -3.900 5.938 -1.569 0.373
H -3.747 0.237 -2.093 -0.418
H -4.997 2.706 -4.160 0.559
H 4.240 -6.479 2.070 0.323
H -0.201 -3.169 3.700 0.288
H -0.029 5.514 4.247 0.378
H 1.912 -0.535 3.966 0.206
H 2.247 -3.275 -2.471 0.334
H 3.718 -8.684 0.572 0.333
H -1.429 -0.196 6.023 0.395
H -0.726 4.169 -2.765 0.450
H -5.008 -2.320 -5.736 0.436
H -2.912 -1.427 2.374 -0.225
H -7.371 -1.674 -6.198 0.354
H -3.799 2.187 1.184 0.600
H -2.777 -0.039 4.870 0.366
H -0.444 -2.563 5.358 0.470
H 3.978 -3.167 -2.734 0.352
H -0.155 3.290 3.128 0.398
H -0.473 1.996 -6.457 0.373
H 4.354 -2.949 2.440 0.350
H -4.718 5.123 -3.772 0.393
H -0.919 4.120 -5.221 0.379
H 4.346 -4.527 3.270 0.410
H -1.839 -2.813 4.282 0.385
```

The charge is -1. As for the spin multiplicity: 1.

Molecular formula: C34H27ClCsN2O7PS2
Method: DFT, ωB97M-V with the def2-TZVPD basis set

Geometry as XYZ:
```
75
Properties=species:S:1:pos:R:3:mulliken_charge:R:1
Cs -0.146 0.872 -0.353 1.682
Cl 1.944 -1.392 -0.115 0.041
S 0.960 -0.925 -3.719 1.122
S 1.055 0.087 2.847 1.399
P -0.097 -3.646 -0.558 0.373
O 1.004 1.049 1.713 -1.010
O -1.988 1.171 1.258 -0.889
O -0.351 2.426 -3.106 -0.731
O 2.346 -0.584 2.964 -0.774
O 2.388 -1.140 -3.768 -0.644
O -1.789 1.698 3.447 -0.716
O 0.146 -2.091 -3.462 -0.484
N 0.566 0.317 -2.782 -0.653
N -0.066 -0.947 2.866 0.199
C 1.639 -3.872 -1.131 0.284
C 1.028 1.084 4.329 -0.548
C -0.594 1.786 -6.026 -0.542
C 1.000 1.147 6.733 -0.731
C 1.063 2.464 4.297 -0.044
C -1.399 -5.287 -2.337 -0.201
C -1.631 -7.527 -0.731 -0.686
C 0.461 -0.779 -6.549 -0.593
C 0.421 -0.247 -5.269 0.070
C 0.014 1.332 -3.521 0.457
C 2.519 -2.806 -0.943 0.240
C -2.027 -6.425 -2.826 -0.609
C 2.117 -4.981 -1.824 -0.516
C 3.827 -2.834 -1.391 -0.602
C 1.317 -4.183 3.318 -0.614
C 4.278 -3.954 -2.071 -0.526
C 0.992 0.421 5.554 -0.677
C 0.996 3.324 8.009 -1.442
C -0.565 1.277 -7.322 -0.426
C 3.424 -5.027 -2.292 -0.763
C -0.090 0.995 -5.010 0.061
C -1.510 -0.582 2.795 -0.366
C 0.077 -3.951 1.256 0.838
C -1.103 -3.981 2.002 -0.566
C 1.284 -4.054 1.934 -0.303
C -0.869 -5.253 -1.042 -0.349
C -1.805 0.900 2.488 0.405
C -0.991 -6.390 -0.248 -0.012
C -0.042 0.008 -7.577 -0.466
C -2.150 -7.550 -2.019 -0.389
C 1.038 2.542 6.720 1.132
C -1.078 -4.137 3.378 -0.697
C 1.071 3.184 5.489 -0.796
C 0.139 -4.232 4.044 -0.332
H 0.000 3.301 8.459 0.272
H 1.057 2.964 3.338 0.371
H 0.866 -1.765 -6.737 0.436
H 0.949 -0.662 5.565 0.471
H -2.427 -6.428 -3.833 0.398
H 1.082 4.270 5.458 0.228
H 1.256 4.371 7.841 0.336
H 0.974 0.624 7.686 0.300
H -1.982 -1.187 2.018 0.148
H -0.995 2.766 -5.796 0.492
H -2.058 -3.862 1.502 0.399
H 0.166 -4.301 5.125 0.342
H -0.950 1.869 -8.144 0.360
H 5.295 -3.980 -2.444 0.310
H 2.272 -4.208 3.827 0.318
H -2.650 -8.437 -2.392 0.351
H -0.026 -0.369 -8.593 0.362
H -0.583 -6.386 0.757 0.402
H 2.219 -4.004 1.389 0.292
H -1.722 -8.399 -0.094 0.374
H 1.455 -5.822 -2.000 0.344
H 4.463 -1.975 -1.227 0.461
H -2.007 -4.136 3.936 0.353
H 1.694 2.922 8.749 0.346
H -1.306 -4.404 -2.965 0.408
H -1.983 -0.826 3.752 0.175
H 3.771 -5.900 -2.832 0.341
```

The charge is -2. As for the spin multiplicity: 1.

Molecular formula: C21H41INO11P
Method: DFT, ωB97M-V with the def2-TZVPD basis set

Geometry as XYZ:
```
76
Properties=species:S:1:pos:R:3:mulliken_charge:R:1
I 0.239 -0.316 3.280 0.122
P -2.220 0.511 -3.832 0.022
O 5.635 4.423 -0.557 -0.625
O -2.788 -1.633 4.738 -0.571
O -4.709 0.530 -2.060 -0.507
O -1.480 -1.556 9.444 -0.627
O 3.635 0.574 -3.725 -0.511
O -3.707 -0.990 1.983 -0.593
O 2.623 1.997 1.750 -0.275
O 3.718 2.422 -2.511 -0.483
O -2.029 3.096 -0.709 -0.688
O -0.911 -0.488 6.794 -0.697
O 1.004 -4.514 4.668 -0.616
N -4.533 -0.764 -0.151 -0.230
C -4.022 -0.058 -1.280 -0.235
C -0.892 -0.879 0.479 0.388
C -1.442 2.074 -4.475 -0.518
C -1.637 -0.935 -4.843 -1.367
C 0.947 0.091 -2.747 -1.505
C -3.490 -0.838 0.809 -0.128
C -1.533 0.094 -2.157 0.548
C -0.086 -2.971 1.712 -0.057
C -2.203 -0.630 0.072 -0.091
C 1.594 -0.809 -0.074 -2.041
C -0.186 -0.098 -1.748 1.091
C -2.512 -0.162 -1.195 -0.338
C -0.657 1.913 -5.785 -1.484
C 1.531 1.519 -2.936 -0.475
C 0.130 -0.566 -0.437 1.539
C -0.709 -1.562 1.824 -1.019
C 3.045 1.571 -3.013 0.098
C 3.038 3.199 1.138 -0.638
C 2.518 0.443 -0.163 0.641
C 3.216 0.856 1.148 -1.146
C -1.175 -3.958 1.254 -1.363
H -1.999 -3.984 1.966 0.283
H 4.267 1.075 0.929 0.228
H 1.954 -1.581 -0.759 0.547
H 5.159 5.141 -0.131 0.312
H 0.958 -5.470 4.573 0.293
H 1.686 -1.216 0.924 0.398
H -1.572 -0.675 -5.897 0.440
H 0.293 -3.293 2.680 0.328
H 2.985 3.146 0.049 0.166
H 0.075 1.103 -5.710 0.351
H -1.566 -3.666 0.274 0.296
H 3.199 0.053 1.882 0.546
H -1.999 2.185 -1.018 0.292
H 0.704 -3.001 0.967 0.182
H 1.225 2.204 -2.149 0.342
H -1.077 -0.660 5.855 0.192
H -1.630 0.102 7.044 0.322
H 0.639 -0.285 -3.720 0.705
H 1.914 1.290 -0.472 -0.124
H 0.876 -4.353 5.608 0.304
H -0.112 2.820 -6.046 0.395
H -1.077 -1.192 8.642 0.384
H 5.171 4.286 -1.391 0.318
H -2.958 3.243 -0.500 0.311
H -5.317 -0.248 0.250 0.339
H -0.812 -1.454 10.126 0.325
H -3.373 -2.385 4.869 0.270
H -0.758 -4.957 1.128 0.455
H -1.690 -1.725 2.245 0.323
H -0.720 -1.400 -4.486 0.410
H 2.355 3.992 1.453 0.308
H 2.989 0.154 -4.303 0.383
H 3.294 0.235 -0.899 0.255
H 4.047 3.481 1.447 0.308
H 1.774 -0.547 -2.442 0.852
H -0.877 2.590 -3.707 0.384
H -3.118 -1.220 3.928 0.358
H -2.303 2.710 -4.680 0.542
H 1.207 1.940 -3.883 0.292
H -1.333 1.652 -6.598 0.377
H -2.433 -1.673 -4.744 0.389
```

As for the spin multiplicity: 1.

no.,E (hartree),molar mass (g/mol),HOMO-LUMO gap (eV)
1,-8793.083712,1195.27,6.47
2,-3566.150465,839.06,6.11
3,-2346.251391,641.43,7.70